[1]
{"formula": "C18H15BrYb", "method": "ωB97M-V with the def2-TZVPD basis set", "charge": -1, "total_energy_ev": -120480.4676, "e_homo_ha": [-0.1039, -0.1039], "orbital_gap_ha": [0.172, 0.148], "spin_multiplicity": 2, "species": ["C", "C", "C", "H", "C", "C", "H", "H", "H", "H", "Yb", "Br", "C", "C", "C", "H", "C", "C", "H", "H", "H", "H", "C", "C", "C", "C", "C", "C", "C", "C", "H", "H", "H", "H", "H"], "xyz": [[-2.2138, -0.8345, -1.2380], [-2.0037, -1.3391, 0.0894], [-1.9880, -0.2422, 0.9898], [-1.9622, -2.3955, 0.3526], [-2.0510, 0.9579, 0.2237], [-2.2047, 0.5895, -1.1540], [-2.4051, 1.2821, -1.9712], [-2.3710, -1.4195, -2.1576], [-1.8981, -0.2989, 2.0738], [-2.1136, 1.9707, 0.6090], [0.3063, -0.1436, -0.3515], [2.5335, -1.4197, -0.9157], [2.5593, 0.7063, -4.3485], [1.4835, 1.5028, -4.8238], [0.4910, 0.6254, -5.3663], [1.4283, 2.5857, -4.8097], [0.9589, -0.7096, -5.2278], [2.2290, -0.6661, -4.5745], [2.8374, -1.5229, -4.2940], [3.4812, 1.0789, -3.9207], [-0.4448, 0.9318, -5.8221], [0.4597, -1.5963, -5.5996], [0.9072, -0.0365, 2.0778], [0.7981, -0.0128, 3.3243], [0.5765, 0.0088, 4.7313], [-0.6185, 0.5933, 5.2297], [-0.8871, 0.5559, 6.5969], [0.0478, -0.0116, 7.4653], [1.2401, -0.5768, 6.9938], [1.5073, -0.5712, 5.6278], [-1.3173, 1.0916, 4.5535], [-1.8083, 0.9775, 7.0050], [-0.1482, -0.0117, 8.5310], [1.9709, -1.0099, 7.6812], [2.4455, -0.9977, 5.2607]], "forces_ev_per_a": [[0.762, 0.446, 0.100], [-0.263, 0.088, -0.320], [0.331, 0.231, -0.239], [-0.038, 0.336, 0.006], [-0.221, -0.650, -0.360], [0.057, -0.277, 0.288], [0.253, -0.270, 0.188], [0.292, 0.362, 0.630], [0.101, -0.019, -0.453], [0.130, -0.202, -0.016], [-0.105, -0.476, 1.211], [-0.606, 0.126, 0.070], [-0.682, -0.642, -0.125], [-0.394, -0.774, -0.083], [0.677, 0.027, 0.365], [0.038, -0.036, -0.015], [0.551, 0.663, 0.458], [-0.399, 0.727, -0.348], [-0.098, 0.169, -0.107], [-0.012, -0.032, 0.076], [0.067, -0.020, -0.007], [-0.022, -0.018, 0.107], [-0.726, 0.286, 1.368], [0.342, 0.027, -3.090], [-0.182, 0.012, 0.559], [0.432, -0.245, 0.281], [0.426, -0.062, -0.057], [0.167, -0.191, 0.073], [-0.305, 0.282, -0.233], [-0.343, 0.232, 0.016], [0.299, -0.319, 0.077], [0.280, -0.072, -0.202], [-0.035, -0.027, -0.010], [-0.312, 0.154, -0.147], [-0.462, 0.164, -0.061]]}

=====

[2]
{"formula": "C18H15Cl2NO4", "method": "ωB97M-V with the def2-TZVPD basis set", "smiles": "O=C(O)[C@@H]1CC(=O)N(c2ccc(OCc3ccc(Cl)cc3Cl)cc2)C1", "total_energy_ev": -53635.6006, "e_homo_ha": -0.2956, "de_lowest_kj_mol": 0.00, "orbital_gap_ha": 0.314, "spin_multiplicity": 1, "species": ["O", "C", "O", "C", "C", "C", "O", "N", "C", "C", "C", "C", "O", "C", "C", "C", "C", "C", "Cl", "C", "C", "Cl", "C", "C", "C", "H", "H", "H", "H", "H", "H", "H", "H", "H", "H", "H", "H", "H", "H", "H"], "xyz": [[0.6567, 6.0145, 3.0516], [0.2161, 5.9248, 1.9407], [0.7936, 6.5090, 0.8843], [-1.0618, 5.1941, 1.5563], [-1.4912, 4.2270, 2.6531], [-0.9532, 2.8749, 2.2059], [-0.8968, 1.8838, 2.8934], [-0.5713, 2.9852, 0.9001], [-0.0196, 1.9647, 0.1088], [0.6012, 0.8623, 0.6867], [1.1562, -0.1339, -0.0956], [1.1119, -0.0458, -1.4810], [1.6401, -0.9507, -2.3550], [2.2169, -2.1378, -1.8621], [1.2478, -3.0634, -1.1642], [1.5649, -3.6185, 0.0702], [0.6975, -4.4676, 0.7305], [-0.5240, -4.7683, 0.1481], [-1.6263, -5.8166, 0.9569], [-0.8682, -4.2405, -1.0846], [0.0215, -3.3987, -1.7348], [-0.4220, -2.7876, -3.2834], [0.4904, 1.0580, -2.0627], [-0.0692, 2.0471, -1.2831], [-0.8660, 4.2870, 0.3336], [1.5927, 6.9870, 1.1580], [-1.8056, 5.9690, 1.3542], [-2.5752, 4.1609, 2.7501], [-1.0728, 4.4930, 3.6239], [0.6418, 0.7741, 1.7588], [1.6193, -0.9732, 0.3958], [3.0586, -1.9117, -1.1938], [2.6088, -2.6323, -2.7586], [2.5170, -3.3836, 0.5236], [0.9611, -4.8874, 1.6877], [-1.8140, -4.4828, -1.5414], [0.4540, 1.1188, -3.1388], [-0.5522, 2.8782, -1.7714], [-1.7864, 4.2475, -0.2622], [-0.0465, 4.6274, -0.3029]], "forces_ev_per_a": [[0.068, -0.007, 0.184], [-0.078, -0.072, 0.223], [0.136, 0.229, -0.595], [0.051, -0.050, 0.054], [0.104, 0.065, 0.106], [-0.234, 0.249, 0.324], [-0.001, -0.206, 0.177], [0.163, 0.288, -0.135], [0.136, -0.398, -0.104], [-0.057, 0.124, 0.108], [0.135, -0.141, -0.243], [-0.120, 0.224, -0.009], [0.043, 0.281, 0.027], [0.154, -0.233, -0.027], [-0.074, 0.119, -0.112], [-0.101, -0.027, -0.171], [-0.085, -0.074, 0.004], [0.259, 0.222, -0.167], [-0.165, -0.150, 0.120], [0.024, 0.002, 0.017], [0.144, -0.122, 0.379], [-0.184, -0.051, -0.279], [0.138, -0.274, -0.007], [-0.017, -0.002, 0.152], [-0.122, 0.210, -0.248], [-0.174, -0.143, 0.207], [0.061, -0.054, -0.030], [-0.010, -0.027, -0.031], [-0.072, -0.072, -0.062], [-0.007, 0.006, 0.039], [0.051, -0.056, 0.035], [-0.082, -0.048, -0.059], [0.004, 0.087, 0.176], [0.098, 0.078, 0.052], [-0.006, -0.053, 0.094], [-0.084, -0.024, -0.032], [-0.007, 0.010, -0.129], [-0.047, 0.105, -0.034], [0.103, 0.047, -0.018], [-0.144, -0.062, 0.015]]}

=====

[3]
{"formula": "C18H15Cl3FeGeN4O3S2", "method": "ωB97M-V with the def2-TZVPD basis set", "charge": 2, "total_energy_ev": -181136.1988, "e_homo_ha": [-0.5176, -0.5091], "orbital_gap_ha": [0.228, 0.166], "spin_multiplicity": 5, "species": ["Fe", "N", "C", "C", "C", "C", "C", "C", "S", "N", "C", "C", "C", "C", "C", "C", "N", "H", "H", "H", "H", "H", "H", "H", "H", "H", "N", "C", "C", "C", "C", "C", "C", "S", "O", "O", "O", "H", "H", "H", "H", "H", "H", "Cl", "Ge", "Cl", "Cl"], "xyz": [[0.6399, -0.2026, -0.2797], [-3.6328, -1.7874, 0.2064], [-4.3428, -1.3075, 1.3031], [-5.7242, -1.4522, 1.3506], [-6.4471, -0.8747, 2.3828], [-5.7954, -0.1736, 3.3936], [-4.4129, -0.0795, 3.3925], [-3.6902, -0.6373, 2.3501], [-1.9322, -0.4956, 2.3319], [-1.5132, -1.0182, 0.8260], [-2.3286, -1.5370, -0.0438], [-1.7765, -1.8864, -1.3669], [-2.5780, -2.3460, -2.4118], [-2.0000, -2.6616, -3.6326], [-0.6287, -2.5200, -3.7766], [0.0972, -2.0372, -2.6943], [-0.4533, -1.7144, -1.5310], [-4.1929, -2.2663, -0.4868], [-6.2324, -1.9977, 0.5680], [-7.5234, -0.9638, 2.3925], [-6.3622, 0.2963, 4.1825], [-3.8974, 0.4270, 4.1919], [-3.6466, -2.4343, -2.3063], [-2.6146, -3.0044, -4.4510], [-0.1338, -2.7575, -4.7054], [1.1687, -1.9005, -2.7632], [2.5520, 0.3830, -1.6654], [3.4566, 1.2571, -1.0116], [4.7676, 0.8611, -0.7505], [5.6348, 1.7149, -0.0763], [5.1351, 2.9252, 0.3164], [3.8531, 3.3571, 0.0958], [3.0003, 2.5074, -0.5853], [6.2245, 4.1189, 1.2877], [7.4196, 3.3490, 1.4426], [6.2075, 5.1838, 0.3235], [5.3373, 4.2141, 2.4194], [3.0550, -0.3818, -2.1057], [2.0051, 0.8833, -2.3626], [5.1343, -0.0987, -1.0879], [6.6617, 1.4521, 0.1243], [3.5414, 4.3242, 0.4514], [1.9799, 2.8059, -0.7772], [1.3987, -2.0705, 3.4451], [1.5415, -1.4754, 1.4548], [1.5152, 0.7279, 1.6794], [-0.4676, 1.2937, -1.0403]], "forces_ev_per_a": [[1.336, -2.620, -0.696], [0.069, 0.264, 0.213], [-0.085, -0.060, -0.108], [-0.227, 0.042, 0.097], [0.167, -0.279, -0.464], [0.561, 0.139, 0.214], [-0.518, 0.093, 0.267], [1.286, 0.051, -0.143], [-1.173, -0.230, -0.629], [0.178, 0.367, 0.721], [-0.309, -0.136, 0.230], [0.004, -0.297, -0.989], [0.275, 0.180, 0.481], [0.348, 0.063, 0.000], [-0.316, -0.011, 0.159], [0.081, -0.052, -0.079], [-0.001, 0.464, 0.566], [0.173, 0.031, -0.034], [-0.067, -0.002, -0.084], [-0.044, -0.022, 0.001], [-0.030, -0.016, 0.079], [0.056, 0.134, 0.124], [-0.124, -0.064, -0.046], [-0.020, -0.031, -0.061], [0.056, -0.018, -0.031], [-0.009, 0.013, -0.054], [-0.957, -0.680, 0.099], [0.726, 0.628, 0.559], [-0.463, 0.128, -0.111], [0.300, 0.012, 0.089], [-0.856, -0.675, -0.584], [-0.215, 0.046, -0.146], [0.197, -0.212, -0.120], [0.839, -0.156, 0.538], [0.313, 0.032, 0.057], [0.019, 0.506, -0.327], [-0.242, 0.217, 0.437], [-0.091, 0.122, -0.080], [0.132, -0.078, -0.070], [0.030, -0.083, -0.042], [0.037, -0.091, 0.000], [-0.161, 0.113, -0.023], [-0.090, 0.066, -0.034], [-0.046, -0.274, 0.364], [0.700, -0.699, 0.252], [-0.128, 0.635, 0.540], [-1.709, 2.439, -1.133]]}

=====

[4]
{"formula": "C18H15ClFNO4", "method": "ωB97M-V with the def2-TZVPD basis set", "smiles": "O=C(NO)[C@@]1(F)[C@H](c2ccccc2)[C@H]1c1cc(Cl)c2c(c1)OCCO2", "total_energy_ev": -43824.2588, "e_homo_ha": -0.3218, "de_lowest_kj_mol": 589.37, "orbital_gap_ha": 0.345, "spin_multiplicity": 1, "species": ["O", "C", "N", "O", "C", "F", "C", "C", "C", "C", "C", "C", "C", "C", "C", "C", "C", "Cl", "C", "C", "C", "O", "C", "C", "O", "H", "H", "H", "H", "H", "H", "H", "H", "H", "H", "H", "H", "H", "H", "H"], "xyz": [[-1.2215, -1.1966, 2.4649], [-1.1282, -0.1102, 1.8818], [-2.3241, 0.3174, 1.4306], [-3.5244, -0.4380, 1.9014], [0.1467, 0.6930, 1.7005], [0.3444, 1.8015, 2.4443], [1.4532, -0.1044, 1.3728], [2.8652, 0.0448, 1.8793], [3.8052, 0.9355, 1.3150], [5.1341, 0.8986, 1.7474], [5.4523, 0.0530, 2.8024], [4.4962, -0.8070, 3.3981], [3.2565, -0.8848, 2.8347], [0.6903, 0.6097, 0.2737], [-0.1527, 0.0519, -0.7757], [-0.3772, -1.3040, -0.9510], [-1.3664, -1.6912, -1.8788], [-1.5813, -3.4043, -2.1713], [-2.1649, -0.8100, -2.5557], [-1.8995, 0.5391, -2.3388], [-0.8909, 0.9904, -1.5474], [-2.7175, 1.5969, -2.9065], [-3.9521, 1.0865, -3.3922], [-3.7856, -0.0776, -4.1874], [-3.1631, -1.1776, -3.4318], [-2.3537, 0.9784, 0.7091], [-3.3559, -1.1733, 2.5146], [1.1377, -1.1440, 1.2601], [3.5800, 1.5816, 0.4868], [5.8180, 1.5677, 1.3230], [6.5017, -0.1566, 3.0472], [4.7564, -1.4921, 4.0987], [2.6281, -1.5579, 3.3789], [1.3755, 1.3523, -0.0980], [0.3211, -1.9576, -0.4535], [-0.7522, 2.0470, -1.4050], [-4.3908, 1.8062, -4.0718], [-4.6005, 0.9765, -2.4282], [-4.7310, -0.5410, -4.4657], [-3.3290, 0.1001, -5.2064]], "forces_ev_per_a": [[1.994, 0.508, 0.318], [-1.864, -2.341, 1.698], [-0.213, -1.676, 2.686], [0.359, 2.563, -2.306], [2.167, -0.865, -1.430], [-0.654, 0.440, 0.092], [-2.692, -1.823, -0.540], [-0.669, 0.543, -1.401], [-0.090, -0.998, 0.700], [-1.766, -0.876, 1.235], [0.640, -1.211, 0.234], [0.985, 2.386, -3.323], [-0.097, 1.014, 1.202], [2.091, 1.296, 0.955], [-0.941, 0.003, -1.173], [-0.204, 1.070, -0.859], [0.769, -1.655, 0.654], [-0.039, 0.354, 0.026], [-0.880, 0.977, -0.991], [-1.473, 2.519, -0.977], [0.609, -1.075, 1.279], [1.511, -1.824, 0.153], [-1.061, 2.105, 2.951], [0.330, -3.813, -1.568], [0.627, 0.372, -0.056], [-1.471, 0.861, -1.117], [1.769, 0.444, -0.368], [0.516, -0.147, 0.846], [-0.457, 0.205, -0.108], [1.114, 0.595, -0.581], [-0.363, 0.670, 0.209], [0.947, -1.730, 2.152], [-1.048, -0.318, -0.537], [-0.508, 1.166, 0.064], [-0.486, -0.640, -0.020], [0.019, 0.261, -0.029], [-0.163, 0.683, 0.304], [0.601, -0.225, -1.936], [-0.315, 0.260, 0.200], [0.406, -0.079, 1.361]]}